41
Properties=species:S:1:pos:R:3:mulliken_charge:R:1 method="wB97M-V/def2-TZVPD" spin_multiplicity=5 total_energy_ev=-132591.37659 homo_lumo_gap_ev="6.21 / 6.55" homo_energy_ev="-6.49 / -7.58" lumo_energy_ha="-0.010 / -0.038" e_above_lowest_kcal_mol=3.3
Os 0.586 0.108 -0.187 1.378
S -0.405 -0.977 -2.180 -0.406
C 0.180 -2.633 -2.083 0.352
C 1.285 -3.010 -2.849 -0.539
C 1.785 -4.298 -2.779 -0.492
C 1.182 -5.244 -1.963 -0.589
C 0.069 -4.897 -1.217 -0.295
C -0.431 -3.600 -1.268 -0.038
S -1.842 -3.181 -0.265 -0.096
C -0.960 -2.749 1.298 -0.582
C -1.474 -1.465 1.852 0.721
C -2.502 -1.504 2.789 -0.776
C -3.009 -0.333 3.313 -0.505
C -2.456 0.868 2.900 -0.745
C -1.422 0.849 1.983 1.042
C -0.784 2.129 1.542 -1.233
S -0.839 2.191 -0.302 -0.255
C 0.372 3.453 -0.619 0.389
C -0.028 4.783 -0.526 -0.488
C 0.875 5.793 -0.791 -0.610
C 2.168 5.461 -1.186 -0.526
C 2.556 4.141 -1.299 -0.621
C 1.665 3.100 -1.005 0.554
S 2.251 1.452 -1.136 -0.431
N -0.947 -0.296 1.448 -0.459
H 1.751 -2.270 -3.486 0.430
H 2.653 -4.570 -3.367 0.369
H 1.574 -6.252 -1.908 0.378
H -0.422 -5.633 -0.594 0.428
H 0.097 -2.685 1.054 -0.198
H -1.132 -3.554 2.008 0.539
H -2.898 -2.464 3.089 0.407
H -3.816 -0.348 4.033 0.426
H -2.809 1.814 3.287 0.365
H 0.270 2.164 1.826 0.491
H -1.303 2.995 1.944 0.449
H -1.052 5.014 -0.255 0.409
H 0.578 6.830 -0.702 0.374
H 2.881 6.244 -1.411 0.361
H 3.558 3.882 -1.616 0.414
Se 2.197 -1.308 0.628 -0.393

43
Properties=species:S:1:pos:R:3:mulliken_charge:R:1 method="wB97M-V/def2-TZVPD" spin_multiplicity=1 smiles="CCNc1cccc2c1C(=O)c1c(B(O)O)ccc(/C(I)=C(/C)I)c1C2=O" total_energy_ev=-46513.33238 homo_lumo_gap_ev=7.30 homo_energy_ev=-8.58 lumo_energy_ha=-0.047
C 3.711 -0.796 1.317 -0.654
C 4.746 -0.375 0.159 -0.603
N 4.110 0.307 -1.010 -0.351
C 2.959 -0.421 -1.547 -0.018
C 3.223 -1.671 -2.431 -0.359
C 2.080 -2.498 -3.071 -0.502
C 0.601 -2.069 -2.823 -0.744
C 0.333 -0.831 -1.914 0.222
C 1.500 0.007 -1.258 0.547
C 1.089 1.253 -0.323 0.054
O 1.739 2.331 -0.307 -0.579
C -0.248 1.010 0.547 0.777
C -0.448 1.517 1.994 -0.092
B 0.706 2.322 2.801 0.683
O 0.831 3.743 2.520 -0.609
O 1.580 1.767 3.796 -0.536
C -1.813 1.253 2.735 -0.763
C -3.000 0.466 2.098 -0.542
C -2.762 -0.048 0.630 0.395
C -3.981 -0.833 -0.058 -0.792
I -4.167 -2.989 -0.130 0.055
C -5.021 -0.053 -0.637 0.224
C -6.341 -0.640 -1.332 -1.065
I -4.786 2.140 -0.568 0.011
C -1.429 0.201 -0.107 0.582
C -1.180 -0.362 -1.601 0.191
O -2.088 -0.423 -2.467 -0.509
H 2.891 -1.512 0.973 0.250
H 4.334 -1.380 2.102 0.364
H 3.277 0.114 1.880 0.051
H 5.375 -1.250 -0.241 0.248
H 5.481 0.380 0.625 0.397
H 3.911 1.301 -0.838 0.433
H 4.309 -1.990 -2.608 0.328
H 2.383 -3.386 -3.723 0.316
H -0.230 -2.678 -3.330 0.370
H 0.485 3.838 1.598 0.341
H 1.841 2.514 4.396 0.315
H -1.978 1.638 3.807 0.271
H -3.965 0.313 2.677 0.350
H -6.136 -1.347 -2.204 0.309
H -6.948 -1.145 -0.486 0.314
H -6.972 0.280 -1.639 0.320